A structure of composition C44H49O2Si at a distorted geometry. Source: the OMol25 dataset; level of theory: ωB97M-V/def2-TZVPD.

The strongest force on any atom is 2.8 eV/A. The value obtained for the total energy is -2145.7378 hartree. For the energy above the lowest of the compared OMol25 structures with the same formula, charge and spin, the calculation gives 255.4 kJ/mol. For the HOMO-LUMO gap, the calculation gives 6.8 eV. Its net charge is +1. As for the spin multiplicity: 1.

```
96
C44H49O2Si ωB97M-V/def2-TZVPD
C 2.492 -5.998 1.065
C 1.823 -4.650 1.132
C 0.439 -4.524 1.008
C -0.220 -3.296 1.136
C -1.719 -3.371 1.070
C 0.516 -2.104 1.312
C -0.162 -0.729 1.568
C -0.777 -0.751 2.985
C -1.184 -0.235 0.505
C -0.800 1.082 -0.246
C -0.921 0.748 -1.749
C 0.191 0.294 -2.525
C 1.574 0.067 -1.968
C 0.019 -0.055 -3.875
C -1.223 -0.084 -4.504
C -1.353 -0.423 -5.973
C -2.328 0.178 -3.695
C -2.199 0.548 -2.353
C -3.467 0.644 -1.558
C 1.922 -2.228 1.451
C 2.797 -1.031 1.736
C 2.545 -3.475 1.350
H 3.579 -5.907 1.157
H 2.147 -6.664 1.868
H 2.279 -6.516 0.120
H -0.156 -5.422 0.819
H -2.232 -2.597 1.641
H -2.072 -3.316 0.031
H -2.050 -4.346 1.457
H 0.648 0.013 1.588
H -0.037 -1.147 3.694
H -1.054 0.255 3.329
H -1.663 -1.396 3.053
H -1.258 -1.027 -0.259
H -2.199 -0.231 0.966
H 0.209 1.429 -0.016
H 2.207 -0.390 -2.744
H 2.047 1.024 -1.708
H 1.615 -0.612 -1.098
H 0.909 -0.304 -4.455
H -2.401 -0.359 -6.296
H -0.770 0.254 -6.618
H -1.006 -1.446 -6.194
H -3.321 0.122 -4.147
H -4.318 0.729 -2.244
H -3.650 -0.238 -0.920
H -3.433 1.534 -0.926
H 3.846 -1.347 1.804
H 2.746 -0.277 0.936
H 2.546 -0.536 2.688
H 3.632 -3.531 1.444
C 3.840 8.090 -0.280
C 3.544 8.410 1.047
C 2.315 8.022 1.609
C 1.376 7.287 0.859
Si -0.317 6.773 1.500
C -0.251 6.778 3.375
C 0.893 6.357 4.070
C 0.943 6.391 5.472
C -0.152 6.853 6.209
C -1.293 7.290 5.530
C -1.336 7.265 4.129
C -1.414 8.278 1.159
C -1.085 9.549 1.680
C -1.915 10.666 1.473
C -3.090 10.529 0.725
C -3.411 9.283 0.182
C -2.576 8.175 0.389
O -0.755 5.261 0.563
C -0.769 4.077 1.120
C -1.274 2.766 0.596
C -2.030 2.337 1.809
C -1.195 2.843 2.963
O -0.664 4.103 2.449
C 1.672 7.015 -0.486
C 2.894 7.405 -1.046
H 4.798 8.376 -0.716
H 4.269 8.958 1.649
H 2.104 8.294 2.647
H 1.758 5.995 3.514
H 1.839 6.043 5.992
H -0.122 6.866 7.301
H -2.159 7.646 6.092
H -2.228 7.631 3.617
H -0.171 9.687 2.268
H -1.650 11.640 1.896
H -3.743 11.389 0.565
H -4.322 9.176 -0.409
H -2.836 7.210 -0.050
H -1.747 2.832 -0.386
H -2.999 2.881 1.795
H -2.257 1.271 1.896
H -1.761 3.020 3.886
H -0.322 2.206 3.155
H 0.942 6.494 -1.105
H 3.107 7.166 -2.087
```

---

A structure of composition C44H50AsBr2CsN6O5Si3 at a distorted geometry. Source: the OMol25 dataset; level of theory: ωB97M-V/def2-TZVPD.

The strongest force on any atom is 5.2 eV/A. The value obtained for the total energy is -10683.7958 hartree. For the energy above the lowest of the compared OMol25 structures with the same formula, charge and spin, the calculation gives 76.9 kJ/mol. For the HOMO-LUMO gap, the calculation gives 5.1 eV. Its net charge is -2. As for the spin multiplicity: 1.

```
112
C44H50AsBr2CsN6O5Si3 ωB97M-V/def2-TZVPD
Cs -0.121 -0.739 -0.329
O -4.148 4.379 -3.492
C -3.337 3.436 -2.938
C -3.172 3.315 -1.563
C -2.326 2.330 -1.085
N -1.651 1.510 -1.883
C -1.843 1.623 -3.175
Br -0.937 0.365 -4.261
C -2.669 2.557 -3.780
H -4.514 4.917 -2.783
H -3.698 3.973 -0.882
H -2.181 2.188 -0.022
H -2.801 2.608 -4.850
Br 4.588 -7.718 0.519
C 2.734 -7.702 0.047
C 2.233 -8.724 -0.744
C 0.888 -8.741 -1.049
C 0.020 -7.732 -0.586
C 0.575 -6.692 0.186
C 1.919 -6.683 0.508
N -1.331 -7.948 -0.725
N -2.254 -7.082 -0.630
C -2.173 -5.744 -0.818
C -3.303 -5.052 -0.308
C -3.410 -3.694 -0.294
C -2.410 -2.848 -0.875
O -2.473 -1.607 -0.831
C -1.314 -3.553 -1.567
N -0.500 -2.772 -2.293
C 0.474 -3.321 -2.977
C 0.706 -4.697 -2.999
C -0.130 -5.514 -2.280
C -1.177 -4.961 -1.518
H 2.893 -9.501 -1.108
H 0.470 -9.534 -1.656
H -0.068 -5.896 0.539
H 2.329 -5.878 1.102
H -4.065 -5.668 0.153
H -4.262 -3.206 0.162
H 1.085 -2.643 -3.565
H 1.522 -5.104 -3.580
H 0.008 -6.583 -2.327
C -1.467 4.333 1.904
C -1.764 4.042 3.230
C -1.099 2.994 3.844
C -0.149 2.238 3.139
C 0.147 2.458 1.778
C -0.561 3.534 1.214
C 0.550 1.182 3.904
C 1.077 1.478 5.197
C 1.625 0.487 5.952
C 1.667 -0.831 5.441
C 2.169 -1.933 6.165
C 2.196 -3.180 5.601
C 1.737 -3.369 4.283
C 1.252 -2.319 3.553
C 1.185 -1.023 4.119
N 0.636 -0.023 3.388
H -1.947 5.181 1.416
H -2.511 4.612 3.774
H -1.340 2.739 4.875
H -0.358 3.785 0.171
H 1.045 2.500 5.551
H 2.029 0.688 6.939
H 2.538 -1.767 7.172
H 2.576 -4.025 6.162
H 1.777 -4.356 3.840
H 0.932 -2.444 2.526
C 5.270 2.314 -3.455
Si 3.602 1.466 -3.020
C 3.915 -0.315 -3.583
C 2.347 2.262 -4.231
As 2.687 1.702 -0.848
Si 4.548 0.961 0.374
C 4.325 1.422 2.203
C 4.817 -0.907 0.318
C 6.251 1.678 -0.150
Si 3.035 4.047 -0.718
C 4.567 5.078 -1.242
C 1.667 4.870 -1.773
C 2.765 4.591 1.076
H 5.373 2.438 -4.537
H 6.111 1.712 -3.108
H 5.363 3.298 -2.997
H 3.978 -0.396 -4.671
H 3.124 -0.976 -3.229
H 4.851 -0.688 -3.159
H 2.051 1.569 -5.020
H 2.753 3.160 -4.701
H 1.441 2.549 -3.692
H 3.281 1.267 2.491
H 4.568 2.470 2.392
H 4.952 0.807 2.852
H 4.043 -1.424 0.890
H 5.785 -1.184 0.744
H 4.772 -1.291 -0.703
H 6.152 2.685 -0.559
H 6.713 1.051 -0.915
H 6.937 1.726 0.699
H 4.775 4.993 -2.309
H 5.466 4.778 -0.698
H 4.386 6.134 -1.029
H 1.999 5.044 -2.800
H 1.359 5.829 -1.349
H 0.785 4.225 -1.815
H 3.676 4.476 1.669
H 1.999 3.954 1.519
H 2.436 5.630 1.151
O 1.418 -2.684 0.077
N 2.152 -2.257 -0.824
O 2.901 -3.009 -1.467
O 2.136 -1.032 -1.074
```